Record 1
This record from the Open Molecules 2025 dataset describes the ion C12H17FN with charge +1. The level of theory is ωB97M-V with the def2-TZVPD basis set.

Structure (XYZ):
```
31
Properties=species:S:1:pos:R:3:lowdin_charge:R:1
C -1.74 1.02 -1.78 0.044
N -1.14 1.21 -0.42 0.052
C 0.01 0.33 -0.19 -0.289
C -0.36 -1.24 -0.16 -0.074
C 0.05 -2.13 -1.11 -0.049
C -0.51 -3.40 -1.17 -0.061
C -1.49 -3.80 -0.24 -0.027
C -1.81 -2.98 0.89 0.029
C -1.28 -1.72 0.85 -0.227
F -1.56 -0.71 1.69 0.074
C 1.36 0.85 -0.77 0.043
C 1.02 0.88 0.71 -0.414
C 1.70 -0.18 1.70 0.028
C 0.77 2.23 1.34 -0.028
H -1.11 1.85 -2.32 0.147
H -1.51 -0.01 -2.18 0.120
H -2.84 1.15 -1.69 0.116
H -1.76 0.94 0.26 0.124
H -1.04 2.18 -0.17 0.159
H 0.89 -1.85 -1.70 0.114
H -0.17 -4.05 -2.01 0.130
H -2.04 -4.75 -0.29 0.120
H -2.66 -3.28 1.43 0.110
H 2.18 0.46 -1.34 0.125
H 1.19 1.84 -1.12 0.087
H 2.62 -0.62 1.30 0.089
H 1.02 -1.02 1.92 0.072
H 1.82 0.38 2.66 0.092
H 1.03 3.10 0.73 0.098
H 1.36 2.48 2.24 0.092
H -0.26 2.25 1.79 0.107
```

Summary:
Calculated total energy   -621.7451 Eh
Energy above the lowest of the compared OMol25 structures with the same formula, charge and spin   0.0 kcal/mol
E_LUMO   -2.8 eV
Orbital gap   9.9 eV
Charge   +1

=====

Record 2
This record from the Open Molecules 2025 dataset describes a cluster of 2 separate species, CHCl2FS in total. The level of theory is ωB97M-V with the def2-TZVPD basis set.

Structure (XYZ):
```
6
Properties=species:S:1:pos:R:3:lowdin_charge:R:1
C -0.86 0.23 0.24 -1.791
F 1.80 -0.88 -0.30 -0.134
S -0.43 1.08 1.54 0.744
Cl -0.92 -1.48 -0.04 0.569
Cl -1.30 1.00 -1.25 0.547
H 1.70 0.05 -0.19 0.065
```

Summary:
Multiplicity   3
Calculated total energy   -1457.0199 Eh
⟨S²⟩   2.01
Energy above the lowest of the compared OMol25 structures with the same formula, charge and spin   0.0 kcal/mol
E_LUMO (spin up / spin down)   0.6 / -3.6 eV
Orbital gap (spin up / spin down)   8.1 / 7.3 eV

=====

Record 3
This record from the Open Molecules 2025 dataset describes a structure of composition C6H19HgO9S. The level of theory is ωB97M-V with the def2-TZVPD basis set.

Structure (XYZ):
```
36
Properties=species:S:1:pos:R:3:lowdin_charge:R:1
Hg 5.31 4.91 6.67 1.126
C 1.71 7.54 6.50 -0.153
C 2.13 6.18 7.10 -0.607
O 3.03 5.54 6.38 -0.319
H 2.48 8.30 6.64 0.055
H 0.77 7.90 6.98 0.028
H 1.47 7.49 5.43 0.046
H 1.15 5.61 7.20 0.057
H 2.38 6.42 8.17 0.068
S 7.31 8.12 6.97 0.195
O 8.12 8.46 5.76 -0.482
O 6.62 6.80 6.75 -0.501
O 8.19 7.95 8.17 -0.510
O 6.32 9.21 7.16 -0.475
O 5.32 5.07 4.29 -0.551
H 6.28 5.19 4.26 -0.154
O 4.31 2.91 6.01 -0.550
H 4.77 2.26 5.48 -0.157
C 5.87 2.96 10.00 -0.091
C 5.10 4.26 10.07 -0.302
O 5.51 5.15 9.04 -0.145
H 5.88 2.40 10.94 0.055
H 6.88 3.05 9.61 0.055
H 5.36 2.27 9.32 0.071
H 5.21 4.74 11.05 0.103
H 4.02 4.10 9.93 0.114
H 5.94 5.94 9.38 0.102
C 9.61 3.19 7.71 -0.111
C 8.62 4.31 7.40 -0.292
O 7.64 3.88 6.44 -0.136
H 9.18 2.41 8.34 0.056
H 10.51 3.57 8.20 0.061
H 9.93 2.69 6.79 0.064
H 9.13 5.15 6.94 0.119
H 8.10 4.60 8.32 0.090
H 7.69 2.92 6.38 0.070
```

Summary:
Calculated total energy   -1468.4716 Eh
Energy above the lowest of the compared OMol25 structures with the same formula, charge and spin   0.0 kcal/mol
E_LUMO   6.8 eV
Orbital gap   4.2 eV
Charge   -3

=====

Record 4
This record from the Open Molecules 2025 dataset describes a structure of composition BrHNO3S. The level of theory is ωB97M-V with the def2-TZVPD basis set.

Structure (XYZ):
```
7
Properties=species:S:1:pos:R:3:lowdin_charge:R:1
N 0.02 1.00 0.30 -0.691
O 1.64 -0.72 -0.62 -0.415
O -0.53 -0.21 -1.69 -0.430
O -0.40 -1.60 0.35 -0.404
S 0.17 -0.56 -0.44 0.225
Br -1.72 1.13 0.86 0.575
H 0.81 0.96 1.23 0.139
```

Summary:
Calculated total energy   -3253.3069 Eh
Energy above the lowest of the compared OMol25 structures with the same formula, charge and spin   12.2 kcal/mol
E_LUMO   3.3 eV
Orbital gap   8.4 eV
Charge   -1